Entry 1:
# C4H14N

2 unconnected molecules or ions with the total composition C4H14N (the ωB97M-V functional and the def2-TZVPD basis, the OMol25 dataset).

Geometry as XYZ:
```
19
Properties=species:S:1:pos:R:3:forces:R:3
C -0.286 2.193 1.161 -6.84 -0.51 -0.81
C -1.712 2.051 1.739 2.20 0.12 -5.32
H 0.166 3.148 1.175 0.93 2.26 0.42
H 0.473 1.761 1.708 2.94 -1.53 2.04
H -0.426 1.740 0.196 1.20 -0.06 -0.36
H -2.329 2.935 2.066 0.34 -0.08 0.74
H -2.156 1.489 0.843 -0.58 0.63 2.10
H -1.803 1.392 2.618 -0.29 -0.47 1.54
C 1.237 -1.361 -1.244 1.82 1.09 2.71
C 1.035 -2.008 0.133 1.12 -1.94 0.24
N -0.173 -0.852 -1.748 2.33 -0.40 -2.08
H 2.074 -0.570 -1.099 -2.26 -0.18 -0.42
H 1.848 -2.019 -1.874 -1.48 -0.25 -0.82
H 0.402 -1.471 0.832 0.39 0.53 0.19
H 2.023 -2.368 0.574 -0.93 1.42 -0.35
H -0.704 -0.234 -1.090 0.79 -1.03 -0.63
H 0.054 -0.296 -2.661 -1.14 -1.36 1.69
H -0.667 -1.775 -1.929 0.08 1.66 -0.08
H 0.611 -3.017 0.141 -0.63 0.09 -0.81
```
Positions in Å, forces in eV/Å.

## Properties
Total charge = +2
Molecular weight = 76.2 g mol⁻¹
2S+1 = 2
⟨S²⟩ = 0.75
Relative energy (zero: lowest compared OMol25 entry of this formula, charge and spin) = 62.6 kcal per mole



Entry 2:
# C4H14N2

2 unconnected molecules or ions with the total composition C4H14N2 (the ωB97M-V functional and the def2-TZVPD basis, the OMol25 dataset).

Geometry as XYZ:
```
20
Properties=species:S:1:pos:R:3:forces:R:3
C 2.235 1.334 0.763 -1.72 -1.10 0.11
C 1.902 0.066 1.601 3.45 -0.91 -2.11
N 3.182 -0.369 2.334 -0.66 -0.91 -0.41
H 3.306 1.463 0.776 0.24 0.50 -0.11
H 1.842 1.142 -0.274 0.54 0.50 0.82
H 1.653 2.143 1.205 0.46 0.50 -0.27
H 1.200 0.169 2.362 -1.44 0.32 0.90
H 1.625 -0.676 0.816 -0.25 0.04 1.02
H 3.057 -1.357 2.576 -0.62 0.18 0.69
H 3.926 -0.574 1.672 0.04 0.89 -0.60
C -3.208 0.563 -1.163 0.54 -0.27 -0.33
N -2.742 -0.805 -1.476 -3.79 1.58 0.76
C -1.445 -0.826 -1.941 0.38 3.19 0.52
H -2.309 1.081 -0.693 -1.32 -0.32 0.23
H -3.391 1.221 -2.070 0.03 -0.87 0.42
H -4.168 0.555 -0.574 1.20 0.07 -0.24
H -3.332 -1.563 -1.207 0.43 -0.20 -0.01
H -1.440 -0.158 -2.816 0.65 -0.15 -0.28
H -1.094 -1.753 -2.184 1.12 -2.48 -0.48
H -0.861 -0.296 -1.152 0.72 -0.58 -0.66
```
Positions in Å, forces in eV/Å.

## Properties
Total charge = -1
Molecular weight = 90.2 g mol⁻¹
2S+1 = 2
⟨S²⟩ = 0.75
Relative energy (zero: lowest compared OMol25 entry of this formula, charge and spin) = 34.2 kcal per mole



Entry 3:
# C4H14N2O

2 unconnected molecules or ions with the total composition C4H14N2O (the ωB97M-V functional and the def2-TZVPD basis, the OMol25 dataset).

Geometry as XYZ:
```
21
Properties=species:S:1:pos:R:3:forces:R:3
C 1.633 -1.673 -1.414 -0.22 -0.38 1.61
N 0.207 -1.312 -1.408 0.05 1.13 -0.11
C 0.062 -1.344 1.052 -0.01 0.02 0.81
C -0.277 -0.535 -0.202 1.98 -2.01 -0.36
C 0.421 0.822 -0.107 -1.45 1.18 1.30
N -0.354 1.662 0.860 -0.41 -0.28 -0.14
H 2.277 -1.021 -0.807 0.02 0.57 -0.68
H 1.777 -2.603 -0.844 -0.16 -0.29 -0.64
H 1.934 -1.753 -2.455 0.36 -0.15 0.12
H 0.175 -0.611 -2.150 -0.47 -0.24 -0.07
H -0.531 -1.001 1.906 -0.03 0.13 -0.10
H 1.098 -1.192 1.358 0.10 -0.02 -0.15
H -0.100 -2.425 0.998 -0.16 0.06 -0.43
H -1.356 -0.576 -0.282 -0.20 0.91 -0.22
H 1.417 0.808 0.332 0.37 -0.73 -0.44
H 0.503 1.340 -1.060 -0.15 -0.06 -0.22
H -0.425 2.645 0.610 0.37 -0.06 -0.24
H 0.083 1.618 1.776 0.09 0.11 -0.04
H -3.122 2.641 -0.072 0.07 0.03 -0.40
H -2.369 1.921 1.031 0.53 -0.06 -0.09
O -3.053 2.588 0.879 -0.69 0.14 0.48
```
Positions in Å, forces in eV/Å.

## Properties
Total charge = -1
Molecular weight = 106.2 g mol⁻¹
2S+1 = 2
⟨S²⟩ = 0.75
Relative energy (zero: lowest compared OMol25 entry of this formula, charge and spin) = 15.6 kcal per mole



Entry 4:
# C4H14N2O

2 unconnected molecules or ions with the total composition C4H14N2O (the ωB97M-V functional and the def2-TZVPD basis, the OMol25 dataset).

Geometry as XYZ:
```
21
Properties=species:S:1:pos:R:3:forces:R:3
N 0.986 -0.351 0.807 -0.74 -0.04 0.28
C -1.594 1.349 0.848 0.39 -0.35 0.05
C -0.726 1.055 -0.370 -0.19 0.42 -0.03
C 0.155 -0.180 -0.381 0.28 0.32 -0.59
C 0.989 -0.177 -1.671 0.45 -0.42 0.53
N 1.586 -1.515 -1.843 0.14 0.30 -0.37
H 1.576 -1.162 0.669 0.23 0.07 0.01
H 1.549 0.468 0.995 0.14 -0.01 -0.13
H -2.185 0.495 1.160 -0.23 -0.09 -0.13
H -0.986 1.606 1.711 0.14 0.12 0.09
H -2.227 2.198 0.619 -0.26 0.12 0.07
H -0.125 1.941 -0.559 0.41 0.18 0.03
H -1.359 1.004 -1.257 -0.13 -0.18 -0.02
H -0.487 -1.050 -0.481 -0.22 -0.31 0.34
H 0.366 0.103 -2.504 -0.37 0.19 -0.48
H 1.791 0.569 -1.600 -0.10 -0.12 0.09
H 0.907 -2.109 -2.303 -0.12 -0.17 0.16
H 2.352 -1.469 -2.508 0.08 0.04 0.15
H -0.342 -0.848 2.280 -0.20 -0.23 0.08
H -1.149 -0.683 3.584 -0.01 -0.06 -0.03
O -1.075 -1.243 2.805 0.32 0.21 -0.10
```
Positions in Å, forces in eV/Å.

## Properties
SMILES = CC[C@H](N)CN.O
Total charge = 0
Molecular weight = 106.2 g mol⁻¹
Relative energy (zero: lowest compared OMol25 entry of this formula, charge and spin) = 13.8 kcal per mole



Entry 5:
# C4H14N2O

2 unconnected molecules or ions with the total composition C4H14N2O (the ωB97M-V functional and the def2-TZVPD basis, the OMol25 dataset).

Geometry as XYZ:
```
21
Properties=species:S:1:pos:R:3:forces:R:3
C -0.871 0.894 1.219 0.03 0.15 0.05
O -1.206 1.973 2.088 0.03 -0.02 -0.06
C -0.463 -0.282 2.078 -0.03 -0.17 -0.02
N -0.015 -1.378 1.221 0.15 0.07 -0.09
H -1.724 0.622 0.590 -0.01 -0.04 -0.03
H -0.038 1.173 0.563 0.02 -0.04 0.00
H -1.231 2.786 1.576 -0.05 -0.03 0.02
H 0.290 0.066 2.793 0.00 0.02 0.03
H -1.334 -0.619 2.645 0.05 0.04 0.06
H 0.285 -2.175 1.769 -0.07 0.06 0.04
H 0.786 -1.080 0.666 -0.13 -0.06 -0.05
C 0.073 -1.411 -2.126 0.13 -0.03 -0.12
N 1.233 -0.589 -1.787 -0.17 0.04 -0.06
C 1.092 0.760 -2.329 -0.03 -0.21 0.20
H -0.820 -1.004 -1.655 0.00 0.03 0.08
H -0.108 -1.464 -3.210 -0.01 -0.01 0.01
H 0.212 -2.420 -1.744 -0.02 -0.01 0.01
H 2.055 -1.027 -2.185 0.07 0.06 0.07
H 1.019 0.778 -3.423 -0.01 0.06 -0.06
H 1.924 1.388 -2.011 0.01 -0.02 -0.05
H 0.170 1.185 -1.926 0.04 0.09 -0.04
```
Positions in Å, forces in eV/Å.

## Properties
SMILES = NCCO.CNC
Total charge = 0
Molecular weight = 106.2 g mol⁻¹
Relative energy (zero: lowest compared OMol25 entry of this formula, charge and spin) = 36.7 kcal per mole



Entry 6:
# C4H14N2O

2 unconnected molecules or ions with the total composition C4H14N2O (the ωB97M-V functional and the def2-TZVPD basis, the OMol25 dataset).

Geometry as XYZ:
```
21
Properties=species:S:1:pos:R:3:forces:R:3
C 1.866 1.083 -0.180 0.00 1.05 0.01
C 1.525 -0.198 0.638 0.52 -1.83 -1.10
C 0.110 -0.893 0.519 0.55 2.66 -0.87
C -1.007 -0.023 1.194 -0.51 -1.26 0.11
N -0.870 -0.083 2.658 -0.93 -1.11 -1.12
N 1.414 1.327 -1.618 -3.17 -1.44 1.41
H 1.393 1.919 0.359 0.66 -0.04 0.02
H 3.001 1.192 -0.167 -1.52 0.03 0.06
H 2.302 -0.974 0.393 -0.73 0.45 -0.17
H 1.778 -0.019 1.673 -0.20 0.46 0.46
H 0.137 -1.887 0.929 -0.02 -0.37 0.48
H -0.069 -1.032 -0.556 -0.26 0.05 0.14
H -1.032 1.022 0.920 0.29 0.21 -0.53
H -2.016 -0.434 0.954 0.66 0.19 -0.11
H -0.352 0.688 2.990 0.93 0.52 0.57
H -0.404 -0.973 2.771 0.25 0.29 1.08
H 1.267 0.381 -1.974 0.82 -0.14 -0.63
H 0.323 1.509 -1.571 2.66 0.26 0.17
H -3.025 -0.664 -2.604 0.63 -0.44 0.42
H -3.513 -0.762 -3.926 -0.09 -0.31 -0.96
O -2.828 -1.179 -3.401 -0.53 0.75 0.56
```
Positions in Å, forces in eV/Å.

## Properties
SMILES = NCCCCN.O
Total charge = 0
Molecular weight = 106.2 g mol⁻¹
Relative energy (zero: lowest compared OMol25 entry of this formula, charge and spin) = 46.7 kcal per mole



Number 1: largest force on an atom 6.90 eV/A, E_tot -214.6749 Ha. Number 2: largest force on an atom 4.18 eV/A, E_tot -270.1815 Ha. Number 3: largest force on an atom 2.85 eV/A, E_tot -345.4770 Ha. Number 4: largest force on an atom 0.82 eV/A, E_tot -345.5542 Ha. Number 5: largest force on an atom 0.29 eV/A, E_tot -345.5176 Ha. Number 6: largest force on an atom 3.75 eV/A, E_tot -345.5017 Ha.